[1]
Formula: C9H14
Source: OMol25
Level of theory: the ωB97M-V functional and the def2-TZVPD basis

The geometry in XYZ format:
```
23
C9H14, DFT the ωB97M-V functional and the def2-TZVPD basis
C 1.57 1.45 1.72
C 1.32 -2.27 1.11
C 1.17 -0.78 0.94
C 0.38 1.13 -0.35
C -2.36 -0.30 -2.77
C -3.62 -0.35 -1.88
C 0.45 -0.24 -0.13
C 1.78 0.08 1.82
C 0.91 1.96 0.62
H 0.00 -0.95 -0.81
H 0.43 -2.84 1.36
H -2.32 0.66 -3.29
H 0.09 1.52 -1.32
H -3.96 -1.39 -1.81
H -4.44 0.23 -2.30
H -1.47 -0.36 -2.14
H 2.49 -0.27 2.57
H 2.11 -2.49 1.83
H 1.94 2.18 2.43
H 1.67 -2.73 0.19
H -3.38 -0.02 -0.87
H 0.84 3.03 0.41
H -2.28 -1.19 -3.39
```

Properties
Energy above the lowest of the compared OMol25 structures with the same formula, charge and spin ... 45.0 kJ/mol
Frontier orbital gap ... 10.09 eV


[2]
Formula: C20H31AsCsF6N3O4S2
Source: OMol25
Level of theory: the ωB97M-V functional and the def2-TZVPD basis

The geometry in XYZ format:
```
68
C20H31AsCsF6N3O4S2, DFT the ωB97M-V functional and the def2-TZVPD basis
Cs -10.98 16.37 16.89
As -13.26 21.69 11.84
S -22.69 18.57 7.38
S -5.80 23.70 15.32
F -11.44 21.57 11.67
F -13.21 22.49 13.45
F -13.42 20.75 10.27
F -15.07 21.75 11.83
F -13.18 23.26 10.99
F -13.23 20.18 12.90
O -23.35 18.26 6.12
O -6.52 22.43 15.19
O -23.38 18.42 8.68
O -5.98 24.57 16.45
N -12.85 30.62 13.30
N -17.34 15.53 13.13
N -17.69 28.86 8.25
C -11.38 32.12 13.88
C -6.08 24.59 13.71
C -18.51 27.96 8.68
C -19.74 28.68 8.90
C -16.39 14.78 12.70
C -3.82 23.64 13.40
C -18.29 30.08 8.17
C -18.05 14.82 14.06
C -20.88 17.92 7.45
C -13.30 31.83 12.78
C -22.16 20.34 7.28
C -16.31 13.51 13.33
C -11.59 30.80 13.88
C -5.21 23.93 12.72
C -19.54 30.03 8.66
C -4.07 23.30 14.93
C -19.94 19.10 7.13
C -20.71 20.28 7.82
C -17.41 13.63 14.27
C -12.36 32.74 13.16
H -5.75 25.62 13.82
H -22.92 21.03 7.64
H -3.55 24.01 15.57
H -5.14 24.60 11.87
H -3.31 24.59 13.22
H -10.61 32.72 14.34
H -20.89 17.09 6.74
H -18.95 15.21 14.51
H -5.49 22.98 12.26
H -17.93 12.88 14.85
H -3.82 22.29 15.26
H -15.74 15.26 11.99
H -20.51 17.60 8.42
H -14.13 31.83 12.09
H -7.13 24.44 13.46
H -20.22 30.85 8.82
H -20.67 28.24 9.22
H -3.20 22.93 12.86
H -20.70 20.27 8.91
H -17.81 30.98 7.83
H -18.87 18.97 7.28
H -17.66 16.34 12.62
H -12.25 33.79 12.92
H -15.81 12.58 13.09
H -13.21 29.69 13.14
H -10.86 30.06 14.19
H -20.07 19.31 6.07
H -20.32 21.20 7.39
H -22.16 20.58 6.22
H -18.24 26.91 8.72
H -16.75 28.58 7.98
```

Properties
Energy above the lowest of the compared OMol25 structures with the same formula, charge and spin ... 0.0 kJ/mol
Frontier orbital gap ... 5.34 eV


[3]
Formula: C3H7N5
Source: OMol25
Level of theory: the ωB97M-V functional and the def2-TZVPD basis

The geometry in XYZ format:
```
15
C3H7N5, DFT the ωB97M-V functional and the def2-TZVPD basis
N -0.48 1.30 -1.97
N 2.21 -0.58 0.40
N -1.61 -1.01 1.54
N -1.06 -0.61 -0.69
N 0.54 1.08 -0.06
C -0.98 -1.31 0.50
C -0.22 0.41 -0.94
C 1.37 0.43 0.97
H 2.97 -0.75 1.04
H -1.25 1.27 -2.80
H -0.46 1.85 1.03
H -1.06 -1.59 2.40
H 0.91 1.16 2.29
H 0.68 1.57 -2.26
H 0.07 -1.93 0.66
```

Properties
Energy above the lowest of the compared OMol25 structures with the same formula, charge and spin ... 944.9 kJ/mol
Frontier orbital gap ... 7.40 eV


[4]
Formula: C26H43BN2O3S5Ti
Source: OMol25
Level of theory: the ωB97M-V functional and the def2-TZVPD basis

The geometry in XYZ format:
```
81
C26H43BN2O3S5Ti, DFT the ωB97M-V functional and the def2-TZVPD basis
Ti 0.22 -0.17 0.53
S 2.55 -2.00 0.77
S 0.21 -3.45 -1.28
S 0.69 -0.95 3.30
S -1.41 -2.53 1.36
S -2.03 0.42 -0.26
O 0.04 1.27 1.81
O 1.38 2.94 1.07
O 0.57 -0.59 -1.08
N -0.78 0.35 -2.66
N -2.32 1.98 -2.41
C -1.66 0.97 -1.87
C -0.40 2.44 2.58
C 0.21 4.88 1.92
C 2.53 -2.15 -5.40
C 2.32 -1.40 -3.13
C -1.15 -4.33 1.01
C 0.99 -1.04 -3.38
C 0.21 -0.42 -2.32
C -1.76 2.83 2.01
C -1.99 2.40 -3.76
C 3.14 -2.13 2.51
C -0.54 2.06 4.04
C -3.33 2.75 -1.72
C 1.20 -1.81 -5.65
C 1.86 -4.15 -0.92
C 2.42 -3.81 0.44
C 0.43 -1.25 -4.65
C 1.81 3.59 3.33
C -0.95 -4.59 -0.46
C 0.73 3.49 2.25
C -1.41 -2.62 3.19
C -0.76 3.31 -3.78
C -4.74 2.31 -2.10
C 0.00 -2.59 3.75
C 3.08 -1.94 -4.14
C 2.50 -1.11 3.43
B 1.06 1.67 0.88
H -3.18 3.80 -1.98
H -2.17 3.67 2.55
H 2.50 -3.76 -1.71
H -0.78 2.94 4.63
H 0.38 1.62 4.43
H 0.11 2.78 -3.40
H 1.81 -4.25 1.23
H 0.77 -1.99 -6.62
H 2.85 -0.10 3.19
H 4.22 -1.97 2.49
H 1.79 -5.24 -1.03
H -1.94 -3.53 3.49
H -2.85 2.92 -4.18
H 1.42 4.07 4.22
H -1.89 -4.44 -1.00
H -1.34 1.34 4.16
H -0.93 4.19 -3.18
H -0.59 -0.98 -4.83
H -4.93 2.46 -3.16
H 2.74 -1.19 -2.15
H -0.57 3.62 -4.80
H 4.11 -2.19 -3.96
H -1.79 1.50 -4.36
H -4.87 1.25 -1.86
H -0.29 -4.66 1.60
H -1.98 -1.76 3.53
H 3.43 -4.21 0.51
H -1.67 3.08 0.96
H 1.05 5.56 1.78
H 3.13 -2.57 -6.19
H -0.37 4.88 1.00
H -5.47 2.88 -1.53
H -0.41 5.26 2.73
H -2.45 1.99 2.11
H -0.01 -2.69 4.84
H -3.20 2.63 -0.64
H 2.94 -3.15 2.84
H -2.05 -4.83 1.36
H 2.19 2.60 3.60
H 0.62 -3.37 3.32
H 2.76 -1.34 4.47
H -0.62 -5.61 -0.63
H 2.63 4.18 2.94
```

Properties
Energy above the lowest of the compared OMol25 structures with the same formula, charge and spin ... 210.0 kJ/mol
Frontier orbital gap ... 7.13 eV
Total charge ... +2


[5]
Formula: C31H34BrN6NaO4S2Se2
Source: OMol25
Level of theory: the ωB97M-V functional and the def2-TZVPD basis

The geometry in XYZ format:
```
81
C31H34BrN6NaO4S2Se2, DFT the ωB97M-V functional and the def2-TZVPD basis
Br -3.53 -7.11 -4.18
Se -0.42 3.68 -1.52
Se -1.13 1.97 -4.83
S 0.87 -3.01 0.02
S 2.63 -2.12 2.18
Na -1.19 0.02 -0.64
O -4.02 -1.88 -2.29
O -1.27 1.84 0.84
O 3.76 3.11 -2.35
O -1.86 -1.22 -2.42
N 4.02 1.50 -0.80
N -1.01 -4.06 -5.26
N 0.10 -1.45 2.08
N 1.34 -0.69 -2.88
N -1.18 -1.52 1.59
N 2.73 1.13 -2.78
C 1.74 -0.54 5.90
C -2.85 -1.96 -2.69
C 2.94 -0.61 -1.09
C -2.39 3.70 -1.36
C 3.53 1.93 -2.04
C -1.28 1.80 2.13
C -3.19 -4.34 -3.57
C 1.02 -2.55 4.83
C 2.33 -0.01 -2.28
C -0.16 1.61 -6.47
C -1.99 -0.62 2.05
C -1.60 0.58 2.83
C -1.12 1.59 4.97
C 1.01 -2.12 1.44
C 3.74 0.21 -0.37
C -0.92 2.80 4.35
C -1.41 -3.07 -4.47
C 0.28 -2.08 7.06
C 1.72 -1.39 4.76
C 0.23 3.29 -4.32
C -1.01 2.93 2.97
C -1.48 0.49 4.20
C -0.19 4.38 -3.37
C 4.61 2.48 0.07
C -2.52 -3.12 -3.62
C 2.47 -0.95 3.50
C -1.67 -5.23 -5.19
C -2.72 -5.40 -4.32
C -3.44 -0.73 1.65
C 0.26 -2.89 5.95
C 1.04 -0.93 7.04
H -0.11 2.51 -7.08
H -4.01 -4.42 -2.87
H 4.16 -0.11 0.56
H -4.08 -1.00 2.50
H -0.81 3.88 2.49
H 0.52 3.72 -5.30
H 0.70 -0.20 -3.52
H -1.62 -0.48 4.72
H -2.54 3.60 -0.28
H -0.32 -2.32 7.93
H 0.94 -1.49 -2.38
H -2.86 4.62 -1.74
H 0.63 5.08 -3.32
H 1.08 -0.27 7.92
H 2.30 0.40 5.93
H 0.83 1.22 -6.22
H -0.67 0.80 -7.02
H 1.03 -3.20 3.98
H 1.98 -0.07 3.10
H 5.07 3.26 -0.54
H -2.84 2.82 -1.86
H -1.08 4.91 -3.65
H -1.35 -6.01 -5.84
H -0.32 -3.79 5.95
H -1.03 1.46 6.06
H 2.68 -1.59 -0.68
H 1.13 2.76 -3.91
H 5.31 1.98 0.69
H -3.81 0.21 1.24
H 3.88 2.96 0.70
H -3.57 -1.47 0.88
H -0.67 3.67 4.96
H -0.86 -2.15 -4.47
H 3.51 -0.74 3.79
```

Properties
Energy above the lowest of the compared OMol25 structures with the same formula, charge and spin ... 0.0 kJ/mol
Frontier orbital gap ... 5.80 eV
Total charge ... -2


[6]
Formula: C40H47AsIrN2PS3
Source: OMol25
Level of theory: the ωB97M-V functional and the def2-TZVPD basis

The geometry in XYZ format:
```
95
C40H47AsIrN2PS3, DFT the ωB97M-V functional and the def2-TZVPD basis
Ir 0.84 -0.38 -0.15
As 2.14 0.43 1.67
S 0.83 -2.21 1.18
S 2.00 -1.36 -2.05
S 2.11 1.41 -1.36
P -1.26 -0.66 -1.02
N 4.39 -1.52 -4.84
N 4.07 2.72 -4.39
C 2.66 0.15 -2.33
C 2.27 4.03 4.04
C -4.42 1.02 1.47
C -2.56 -2.91 0.32
C 2.42 2.73 3.64
C -1.78 -2.54 -0.94
C 1.46 4.60 1.89
C 1.76 4.99 3.23
C 1.55 3.31 1.45
C 6.93 -0.24 1.32
C 0.37 -2.17 5.14
C 4.67 -1.07 1.30
C -2.46 -4.45 0.54
C 1.49 -0.51 3.25
C -3.19 -4.46 -1.91
C 0.25 -2.51 3.80
C 5.13 1.30 1.59
C 3.95 -0.67 -4.18
C 1.17 -1.05 5.52
C -0.81 1.42 -2.92
C -2.39 2.61 1.36
C 6.49 1.07 1.49
C -2.58 -3.07 -2.15
C -2.63 -0.04 -3.59
C -3.90 2.44 1.51
C 3.82 1.72 -3.90
C -3.90 0.17 0.32
C 4.18 0.26 1.52
C -2.49 0.50 -0.21
C 3.50 0.41 -3.39
C 6.07 -1.30 1.33
C 1.83 -0.32 4.58
C 1.98 2.32 2.37
C -2.48 0.54 -5.01
C -1.10 0.99 -5.49
C 0.71 -1.61 2.82
C -2.52 -5.26 -0.77
C -0.30 1.77 -4.40
C -1.25 -0.04 -2.81
C -1.71 1.32 0.87
H 0.02 1.65 -2.19
H 2.79 1.99 4.32
H -4.26 -4.32 -1.60
H 4.77 2.31 1.77
H -3.10 -6.19 -0.53
H -4.23 2.90 2.48
H 1.23 3.03 0.48
H -1.94 -3.07 -3.01
H 7.24 1.87 1.59
H -3.25 -5.11 -2.81
H -1.78 2.95 2.25
H 1.52 5.99 3.52
H -0.48 -0.67 -3.35
H -1.48 -5.65 -1.05
H -4.46 3.04 0.72
H -0.22 -3.42 3.50
H 2.52 4.30 5.07
H -3.93 -0.88 0.70
H 2.59 0.34 4.89
H 8.01 -0.38 1.28
H 6.52 -2.28 1.37
H -4.60 0.25 -0.54
H -2.19 3.43 0.66
H 3.99 -1.87 1.06
H -2.63 1.27 -1.00
H -0.67 1.55 0.53
H -0.17 -2.78 5.92
H -5.56 1.09 1.52
H 1.31 -0.73 6.56
H 1.06 5.35 1.20
H -1.53 -4.76 1.02
H -3.28 -4.75 1.22
H -1.62 2.07 -2.63
H -0.39 2.83 -4.51
H -0.50 0.06 -5.77
H -0.78 -2.97 -0.96
H -3.41 0.54 -3.08
H -4.07 0.54 2.42
H 0.78 1.61 -4.43
H -3.37 -2.37 -2.37
H -3.63 -2.72 0.10
H -1.53 0.64 1.74
H -2.28 -2.31 1.20
H -3.00 -1.06 -3.77
H -2.90 -0.12 -5.79
H -1.22 1.53 -6.42
H -3.19 1.41 -4.98
```

Properties
Energy above the lowest of the compared OMol25 structures with the same formula, charge and spin ... 0.0 kJ/mol
Frontier orbital gap (spin up / spin down) ... 5.73 / 5.03 eV
Total charge ... +1
Multiplicity ... 6


[7]
Formula: C20H11BrCl5FN2O2Pd
Source: OMol25
Level of theory: the ωB97M-V functional and the def2-TZVPD basis

The geometry in XYZ format:
```
43
C20H11BrCl5FN2O2Pd, DFT the ωB97M-V functional and the def2-TZVPD basis
Pd -2.38 -0.74 -2.02
Br 3.52 3.59 -1.84
Cl -5.26 3.94 -1.46
Cl -3.93 1.53 -3.10
Cl -4.91 4.00 1.65
Cl -2.12 -0.64 1.34
Cl -3.36 1.69 3.08
F -2.67 -2.28 -3.22
O -0.14 -1.14 -1.17
O -0.50 0.47 -3.20
N 2.90 -0.71 1.67
N 1.13 -1.82 0.95
C 0.53 0.78 -2.38
C -0.71 1.32 -4.33
C -4.38 2.71 -0.66
C 2.57 1.25 -0.54
C 1.60 -2.45 2.08
C 2.38 2.08 -1.61
C 1.37 1.86 -2.54
C 3.43 -2.16 3.68
C -3.10 0.64 -0.77
C 1.91 -0.79 0.74
C -2.98 0.66 0.61
C -3.53 1.69 1.37
C 1.74 0.14 -0.37
C 0.71 -0.10 -1.29
C 2.96 -3.29 4.33
C -3.81 1.67 -1.37
C 1.83 -3.98 3.88
C 2.73 -1.76 2.55
C -4.23 2.72 0.73
C 1.14 -3.58 2.75
H 3.37 1.46 0.17
H 0.18 1.35 -4.96
H 0.06 -1.60 -0.29
H 3.48 -3.64 5.21
H -0.97 2.33 -4.01
H 1.26 2.54 -3.36
H -1.53 0.88 -4.88
H 4.30 -1.62 4.03
H 1.50 -4.85 4.43
H 3.63 -0.02 1.71
H 0.27 -4.11 2.40
```

Properties
Energy above the lowest of the compared OMol25 structures with the same formula, charge and spin ... 60.3 kJ/mol
Frontier orbital gap (spin up / spin down) ... 7.18 / 7.18 eV


[8]
Formula: C2H3ClN2O
Source: OMol25
Level of theory: the ωB97M-V functional and the def2-TZVPD basis

The geometry in XYZ format:
```
9
C2H3ClN2O, DFT the ωB97M-V functional and the def2-TZVPD basis
Cl 3.98 -0.05 0.06
O -0.08 -1.08 -0.21
N 0.39 0.17 -0.29
N -1.79 0.18 0.28
C -1.35 -1.03 0.13
C -0.66 0.95 -0.11
H 2.82 -0.60 0.28
H -0.57 2.03 -0.20
H -2.08 -1.76 0.33
```

Properties
Energy above the lowest of the compared OMol25 structures with the same formula, charge and spin ... 149.6 kJ/mol
Frontier orbital gap ... 12.08 eV